[1]
The following is a DFT calculation (ωB97M-V/def2-TZVPD) of C37H37AgN3O6S3 as an isolated structure.

Calculated values
2S+1: 1
HOMO level: -0.1651 Ha
E_tot: -3389.41450 Ha
net charge: -1
HOMO-LUMO gap: 0.24621 Ha
ΔE to the lowest compared entry with this formula, charge and spin: 49.08 kJ/mol

CARTESIAN COORDINATES (ANGSTROEM)
Ag 0.253 0.965 -0.225
C -3.583 -0.117 2.091
C -2.203 0.334 1.707
N -1.517 -0.199 0.770
N -2.023 -1.233 0.060
C -1.104 -1.746 -0.765
O 0.114 -1.464 -0.851
C -1.637 -2.836 -1.661
C -2.913 -3.372 -1.501
C -3.361 -4.382 -2.338
C -2.543 -4.868 -3.350
C -1.275 -4.329 -3.523
C -0.826 -3.322 -2.680
C -1.594 1.505 2.386
C -2.302 2.217 3.356
C -1.741 3.349 3.917
C -0.482 3.751 3.506
C 0.166 2.968 2.563
N -0.354 1.872 2.034
H -3.894 -0.895 1.399
H -4.290 0.714 2.027
H -3.612 -0.509 3.113
H -3.540 -2.971 -0.716
H -4.358 -4.786 -2.206
H -2.892 -5.661 -4.001
H -0.638 -4.690 -4.321
H 0.157 -2.885 -2.801
H -3.287 1.890 3.656
H -2.288 3.918 4.659
H -0.015 4.647 3.892
H 1.154 3.246 2.209
O 2.524 1.027 -0.993
S 3.992 0.830 -0.929
C 4.229 -0.976 -0.789
C 4.146 -1.614 0.592
C 3.747 -3.098 0.479
C 2.252 -3.277 0.731
S 1.958 -3.088 2.529
O 1.657 -1.662 2.816
C 0.406 -3.987 2.565
C 0.406 -5.376 2.526
C -0.804 -6.050 2.493
C -1.997 -5.334 2.500
C -1.980 -3.949 2.565
C -0.771 -3.266 2.610
C 4.522 1.337 0.708
C 3.578 1.413 1.722
C 3.975 1.846 2.978
C 5.296 2.216 3.203
C 6.227 2.153 2.176
C 5.839 1.715 0.917
H 5.190 -1.201 -1.259
H 3.423 -1.322 -1.443
H 3.406 -1.103 1.209
H 5.112 -1.502 1.088
H 4.294 -3.702 1.207
H 4.018 -3.480 -0.510
H 1.895 -4.271 0.461
H 1.632 -2.516 0.239
H 1.344 -5.922 2.521
H -0.819 -7.132 2.458
H -2.941 -5.862 2.454
H -2.905 -3.387 2.560
H -0.723 -2.186 2.658
H 2.545 1.141 1.522
H 3.249 1.894 3.779
H 5.598 2.564 4.183
H 7.252 2.454 2.352
H 6.551 1.674 0.100
C -3.260 5.935 -6.285
C -2.725 5.262 -5.047
C -1.768 4.254 -5.132
C -1.313 3.605 -3.996
C -1.808 3.962 -2.749
C -2.744 4.978 -2.646
C -3.195 5.623 -3.789
S -1.303 3.030 -1.311
O 0.152 3.206 -1.220
O -2.037 3.598 -0.195
O -1.680 1.662 -1.664
H -2.866 5.469 -7.188
H -2.997 6.996 -6.308
H -4.349 5.868 -6.320
H -1.378 3.972 -6.105
H -0.581 2.810 -4.061
H -3.114 5.240 -1.663
H -3.928 6.419 -3.704

[2]
The following is a DFT calculation (ωB97M-V/def2-TZVPD) of C37H37Cl3HgO2P2 as an isolated structure at a distorted geometry.

Calculated values
2S+1: 1
HOMO level: -0.3005 Ha
E_tot: -3799.13909 Ha
net charge: 0
HOMO-LUMO gap: 0.28890 Ha

CARTESIAN COORDINATES (ANGSTROEM)
Hg -0.011 -0.150 5.545
C -2.171 -0.064 6.524
C -2.251 -0.388 5.157
C -2.716 0.557 4.095
C -1.574 1.328 3.371
C -0.463 1.780 4.251
C -0.606 2.278 5.566
C -1.883 2.481 6.275
C -2.403 1.280 7.130
C 2.051 0.271 5.509
H -2.088 -0.902 7.234
H -2.240 -1.460 4.904
H -3.443 1.274 4.506
H -3.265 -0.027 3.328
H -1.148 0.663 2.595
H -1.985 2.198 2.843
H 0.529 1.892 3.779
H 0.307 2.690 6.042
H -2.660 2.766 5.551
H -1.764 3.344 6.956
H -1.887 1.313 8.110
H -3.475 1.407 7.348
H 2.498 -0.174 6.396
H 2.251 1.341 5.467
H 2.354 -0.237 4.601
P 0.072 -2.508 -3.789
P 2.177 0.541 -4.061
C -0.310 -0.870 -4.416
C 0.436 0.285 -4.391
C -0.876 -3.647 -4.896
C -2.040 -3.271 -5.571
C -2.692 -4.188 -6.411
C -2.191 -5.481 -6.569
C -1.024 -5.865 -5.888
C -0.364 -4.954 -5.066
C -0.985 -2.499 -2.272
C -0.582 -1.639 -1.230
C -1.307 -1.592 -0.040
C -2.429 -2.417 0.135
C -2.818 -3.281 -0.892
C -2.103 -3.323 -2.094
C 2.657 1.340 -5.670
C 2.652 0.516 -6.815
C 3.022 1.032 -8.055
C 3.428 2.370 -8.170
C 3.451 3.184 -7.035
C 3.066 2.675 -5.789
C 2.225 1.979 -2.909
C 3.326 2.058 -2.026
C 3.422 3.109 -1.119
C 2.413 4.085 -1.063
C 1.320 4.002 -1.928
C 1.225 2.953 -2.856
H -1.356 -0.770 -4.764
H -0.078 1.205 -4.745
H -2.445 -2.271 -5.449
H -3.594 -3.882 -6.945
H -2.697 -6.192 -7.225
H -0.627 -6.872 -6.011
H 0.557 -5.239 -4.552
H 0.302 -1.011 -1.354
H -0.994 -0.920 0.759
H -2.991 -2.386 1.073
H -3.684 -3.930 -0.761
H -2.422 -3.993 -2.890
H 2.357 -0.531 -6.728
H 3.007 0.390 -8.935
H 3.727 2.771 -9.141
H 3.771 4.223 -7.113
H 3.079 3.322 -4.912
H 4.095 1.282 -2.060
H 4.275 3.168 -0.444
H 2.483 4.899 -0.340
H 0.529 4.754 -1.882
H 0.375 2.901 -3.530
Cl 1.210 -1.414 10.927
C 0.859 -0.003 9.961
Cl -0.583 0.855 10.594
Cl 2.255 1.110 9.918
C 0.547 -0.451 8.431
O 0.596 -1.681 8.131
O 0.319 0.610 7.795

[3]
The following is a DFT calculation (ωB97M-V/def2-TZVPD) of C37H37Cl3O2OsP2 as an isolated structure at a distorted geometry.

Calculated values
2S+1: 5
HOMO level (spin up / spin down): -0.4705 / -0.5062 Ha
E_tot: -3735.48335 Ha
net charge: +2
HOMO-LUMO gap (spin up / spin down): 0.22865 / 0.16383 Ha
ΔE to the lowest compared entry with this formula, charge and spin: 368.79 kJ/mol

CARTESIAN COORDINATES (ANGSTROEM)
Os 0.123 0.584 -0.664
C -1.974 0.895 -2.712
C -1.431 -0.355 -2.518
C -0.439 -0.916 -3.569
C 0.815 -0.048 -3.644
C 1.165 0.606 -2.262
C 0.462 1.865 -1.896
C -0.245 2.715 -2.856
C -1.362 1.928 -3.604
C 1.083 -0.151 1.578
H -3.073 1.080 -2.545
H -2.144 -1.160 -2.164
H -0.893 -0.947 -4.575
H -0.156 -1.964 -3.346
H 1.667 -0.687 -3.932
H 0.684 0.612 -4.513
H 2.275 0.475 -2.187
H 0.859 2.497 -1.043
H 0.408 3.201 -3.598
H -0.705 3.526 -2.286
H -2.154 2.632 -3.909
H -0.897 1.590 -4.548
H 0.986 0.821 2.044
H 1.885 -0.595 2.285
H 0.231 -0.807 1.814
P -1.441 -1.087 -0.051
P 2.276 -0.496 0.257
C -0.016 -2.046 -0.771
C 1.335 -1.803 -0.712
C -2.142 -2.390 0.964
C -2.513 -3.575 0.315
C -3.346 -4.472 0.969
C -3.720 -4.203 2.301
C -3.281 -3.045 2.980
C -2.471 -2.129 2.310
C -2.965 0.104 -0.109
C -2.776 1.485 -0.280
C -3.723 2.470 -0.010
C -5.038 2.026 -0.004
C -5.297 0.640 -0.051
C -4.292 -0.345 -0.069
C 3.623 -1.416 0.963
C 3.357 -2.702 1.475
C 4.385 -3.408 2.095
C 5.672 -2.861 2.133
C 5.934 -1.583 1.628
C 4.911 -0.867 1.032
C 3.045 1.243 0.121
C 2.575 2.358 0.831
C 3.001 3.654 0.576
C 3.904 3.865 -0.457
C 4.364 2.790 -1.227
C 3.985 1.476 -0.922
H -0.453 -2.887 -1.325
H 1.993 -2.435 -1.325
H -2.177 -3.752 -0.694
H -3.708 -5.364 0.447
H -4.369 -4.924 2.816
H -3.593 -2.870 4.023
H -2.143 -1.209 2.799
H -1.872 1.937 -0.672
H -3.427 3.530 0.100
H -5.833 2.760 0.074
H -6.330 0.309 -0.088
H -4.511 -1.432 -0.081
H 2.347 -3.105 1.375
H 4.154 -4.395 2.517
H 6.473 -3.465 2.540
H 6.941 -1.170 1.666
H 5.116 0.118 0.642
H 1.761 2.275 1.530
H 2.566 4.429 1.200
H 4.223 4.881 -0.668
H 4.992 2.964 -2.116
H 4.325 0.631 -1.566
Cl -2.549 3.022 5.040
C -2.281 1.626 4.041
Cl -1.409 0.262 4.823
Cl -3.795 1.043 3.303
C -1.198 2.032 2.915
O -0.313 2.880 3.107
O -1.449 1.231 1.933

[4]
The following is a DFT calculation (ωB97M-V/def2-TZVPD) of C37H38AsKN9PS2 as an isolated structure at a distorted geometry.

Calculated values
2S+1: 1
HOMO level: -0.2776 Ha
E_tot: -5899.01975 Ha
net charge: 0
HOMO-LUMO gap: 0.26590 Ha

CARTESIAN COORDINATES (ANGSTROEM)
K -0.508 -0.290 -0.155
C 4.043 -0.341 2.044
C 2.860 -0.164 1.131
N 1.709 0.259 1.477
N 1.401 0.543 2.751
C 0.216 1.133 3.076
N -0.008 1.213 4.408
S -0.828 1.803 1.978
C 3.014 -0.497 -0.309
C 4.211 -0.957 -0.851
C 4.271 -1.233 -2.211
C 3.139 -1.066 -2.989
C 1.980 -0.637 -2.356
N 1.922 -0.353 -1.065
H 3.865 0.057 3.040
H 4.904 0.185 1.632
H 4.301 -1.397 2.138
H 2.005 0.259 3.511
H 0.460 0.581 5.039
H -0.928 1.519 4.671
H 5.086 -1.113 -0.236
H 5.194 -1.585 -2.652
H 3.141 -1.273 -4.050
H 1.048 -0.535 -2.906
N -1.578 -4.532 2.126
C -1.780 -3.332 2.699
N -3.051 -2.889 2.741
S -0.532 -2.458 3.376
H -2.295 -4.982 1.582
H -0.631 -4.829 1.983
H -3.784 -3.348 2.228
H -3.220 -1.968 3.097
C -2.354 3.437 -2.028
C -2.145 4.558 -3.038
As -3.878 5.423 -3.446
C -3.320 6.467 -5.005
C -2.002 6.815 -5.277
C -1.690 7.578 -6.395
C -2.693 8.005 -7.250
C -4.015 7.674 -6.981
C -4.323 6.916 -5.864
C -4.592 3.896 -4.449
C -3.915 3.353 -5.537
C -4.415 2.241 -6.195
C -5.605 1.662 -5.775
C -6.295 2.201 -4.700
C -5.788 3.313 -4.041
P -0.903 2.295 -1.755
C -0.660 1.803 -3.509
C 0.171 2.434 -4.434
C 0.210 1.992 -5.749
C -0.581 0.927 -6.157
C -1.418 0.298 -5.246
C -1.453 0.734 -3.930
C 0.466 3.460 -1.425
C 1.772 3.071 -1.730
C 2.845 3.893 -1.427
C 2.632 5.113 -0.799
C 1.345 5.483 -0.441
C 0.271 4.656 -0.738
H -3.150 2.770 -2.373
H -2.670 3.830 -1.057
H -1.742 4.158 -3.967
H -1.451 5.307 -2.658
H -1.207 6.490 -4.616
H -0.658 7.838 -6.598
H -2.448 8.596 -8.123
H -4.804 8.009 -7.642
H -5.354 6.654 -5.652
H -2.988 3.804 -5.878
H -3.874 1.823 -7.035
H -5.995 0.791 -6.287
H -7.227 1.757 -4.374
H -6.321 3.737 -3.197
H 0.783 3.275 -4.135
H 0.859 2.487 -6.461
H -0.538 0.578 -7.181
H -2.033 -0.538 -5.549
H -2.080 0.224 -3.207
H 1.942 2.116 -2.209
H 3.852 3.580 -1.675
H 3.466 5.768 -0.582
H 1.174 6.417 0.079
H -0.724 4.941 -0.418
N -1.331 -1.820 -1.724
C -1.263 -2.453 -2.712
N -1.240 -2.991 -3.864
C -0.936 -4.190 -4.268
N -0.686 -5.234 -4.713

[5]
The following is a DFT calculation (ωB97M-V/def2-TZVPD) of C37H38Cl2CrO2P2 as an isolated structure at a distorted geometry.

Calculated values
2S+1: 5
HOMO level (spin up / spin down): -0.2760 / -0.2759 Ha
E_tot: -4230.43924 Ha
net charge: 0
HOMO-LUMO gap (spin up / spin down): 0.25757 / 0.25292 Ha
ΔE to the lowest compared entry with this formula, charge and spin: 426.65 kJ/mol

CARTESIAN COORDINATES (ANGSTROEM)
Cr -1.148 -2.089 -0.285
C 0.898 -5.624 1.921
C 1.097 -4.347 2.244
C 2.407 -3.723 1.875
C 2.197 -2.845 0.636
C 1.815 -3.636 -0.571
C 2.141 -4.876 -0.951
C 2.809 -5.875 -0.084
C 2.007 -6.406 1.261
C -3.045 -1.753 -1.146
H -0.069 -6.143 2.016
H 0.309 -3.729 2.704
H 3.009 -4.611 1.611
H 2.838 -3.372 2.846
H 1.559 -1.976 0.833
H 3.128 -2.320 0.338
H 1.714 -2.977 -1.436
H 1.460 -5.218 -1.798
H 3.902 -5.602 0.105
H 2.919 -6.689 -0.829
H 1.660 -7.386 0.925
H 2.712 -6.584 2.091
H -3.670 -2.542 -0.707
H -2.492 -1.989 -2.093
H -3.117 -0.725 -0.791
P -0.928 2.844 1.073
P 0.024 2.588 -1.528
C 0.859 3.079 1.011
C 1.335 3.013 -0.274
C -1.463 4.218 2.223
C -0.573 4.883 3.074
C -1.059 5.749 4.057
C -2.423 6.031 4.127
C -3.339 5.307 3.340
C -2.859 4.384 2.398
C -1.143 1.410 2.177
C -1.311 0.154 1.524
C -1.217 -1.003 2.268
C -1.426 -0.956 3.649
C -1.162 0.266 4.332
C -1.002 1.462 3.596
C -0.026 4.160 -2.483
C -0.493 5.219 -1.674
C -0.447 6.539 -2.111
C -0.048 6.832 -3.435
C 0.457 5.792 -4.226
C 0.481 4.465 -3.757
C 0.853 1.621 -2.737
C 0.046 1.071 -3.762
C 0.635 0.270 -4.729
C 1.978 -0.091 -4.605
C 2.775 0.458 -3.598
C 2.219 1.340 -2.676
H 1.404 2.967 1.938
H 2.353 3.157 -0.653
H 0.503 4.731 2.922
H -0.336 6.210 4.746
H -2.788 6.806 4.814
H -4.412 5.471 3.422
H -3.524 3.823 1.740
H -1.649 0.063 0.453
H -0.971 -1.959 1.720
H -1.712 -1.874 4.181
H -1.064 0.317 5.423
H -0.923 2.423 4.126
H -0.918 4.960 -0.688
H -0.723 7.328 -1.400
H -0.018 7.872 -3.773
H 0.884 6.027 -5.213
H 0.858 3.662 -4.402
H -1.026 1.288 -3.774
H 0.041 -0.075 -5.572
H 2.418 -0.787 -5.303
H 3.840 0.235 -3.525
H 2.850 1.802 -1.916
Cl -1.350 -6.254 -3.161
C -1.876 -6.565 -1.420
Cl -0.568 -7.523 -0.660
C -2.087 -5.243 -0.396
O -2.432 -5.576 0.778
O -1.787 -4.095 -0.932
H -2.768 -7.259 -1.445